1.
Computed, not measured: a 12-piece molecular cluster, C12H48N24O12 overall, with ωB97M-V/def2-TZVPD.

```
96
C12H48N24O12 ωB97M-V/def2-TZVPD
C -0.66786 0.02089 0.61915
O 0.04274 1.00984 0.57722
N -1.06028 -0.55997 1.69745
N -0.89876 -0.78155 -0.35488
H -0.90054 -0.10652 2.58569
H -1.25917 -1.54983 1.67028
H -1.43107 -1.63248 -0.24237
H -0.83347 -0.22490 -1.19511
C -6.12752 2.93246 4.71252
O -5.48134 3.64201 3.96850
N -7.07127 3.26412 5.57433
N -5.86192 1.68726 4.92111
H -7.44768 4.20134 5.58057
H -7.26610 2.71280 6.39785
H -5.15253 1.21953 4.37513
H -6.18226 1.23999 5.76813
C -1.34246 4.71766 -8.31269
O -0.99252 5.46711 -7.37383
N -1.77826 5.16823 -9.54482
N -1.49628 3.43217 -8.18653
H -1.72508 6.15870 -9.73522
H -1.94045 4.51966 -10.30189
H -1.12132 2.83149 -7.46633
H -1.76031 2.96603 -9.04275
C -1.63652 -2.51522 10.24072
O -0.90144 -3.22316 9.58852
N -2.16997 -2.83301 11.39786
N -2.15869 -1.37188 9.79382
H -1.93787 -3.75830 11.72963
H -2.98236 -2.35914 11.76604
H -2.03270 -1.01212 8.85851
H -2.31564 -0.79323 10.60661
C 4.28290 2.14733 -5.59517
O 4.16550 1.62002 -6.69473
N 3.61633 1.92894 -4.54425
N 5.09702 3.17618 -5.41472
H 3.05011 1.10530 -4.68953
H 3.66942 2.47518 -3.69637
H 5.35619 3.44046 -4.47499
H 5.59922 3.39485 -6.26329
C 0.85750 4.20357 6.50079
O 0.27267 4.97001 7.26328
N 0.80392 4.42358 5.24305
N 1.55415 3.13281 6.83013
H 1.18708 3.69357 4.65964
H 0.32244 5.18776 4.79105
H 1.61715 3.15292 7.83796
H 2.37424 2.96150 6.26603
C 0.34181 -2.15917 -6.91589
O -0.05212 -1.37977 -6.07556
N 1.34166 -2.97524 -6.79887
N -0.07977 -2.23830 -8.09932
H 1.75315 -3.15711 -5.89460
H 1.45333 -3.68313 -7.51057
H -0.89651 -1.69874 -8.34812
H 0.28529 -2.93171 -8.73652
C 6.70367 4.10239 -0.20090
O 7.23945 4.94909 -0.94333
N 5.51754 4.14335 0.20383
N 7.44897 3.13873 0.30376
H 4.96470 4.95048 -0.04719
H 5.26220 3.42747 0.86897
H 7.08435 2.49825 0.99436
H 8.44004 3.23788 0.13626
C 3.85709 -4.46737 -0.85725
O 3.44571 -5.00928 -1.91499
N 4.21208 -3.15236 -0.78457
N 3.88885 -5.12087 0.30170
H 4.04669 -2.78899 0.14317
H 3.72056 -2.65577 -1.51389
H 4.40717 -4.87438 1.13278
H 3.41047 -5.99643 0.14471
C -1.40581 6.83026 -1.01305
O -1.01543 7.99383 -1.27287
N -1.30430 5.73933 -1.79605
N -1.67377 6.56497 0.22950
H -1.10561 5.97746 -2.75726
H -1.41219 4.79433 -1.45629
H -2.11143 5.70576 0.53001
H -1.64138 7.36284 0.84794
C -1.77317 -8.12921 -3.91264
O -2.32546 -9.07490 -3.34755
N -1.82551 -8.05898 -5.13706
N -1.41267 -7.04345 -3.33798
H -1.31813 -7.36310 -5.66473
H -2.43235 -8.78506 -5.49009
H -1.10825 -6.26872 -3.90999
H -1.47639 -6.95163 -2.33418
C -2.21910 -6.11296 3.58261
O -1.58069 -5.40254 2.87819
N -3.18214 -6.83985 3.20052
N -2.05409 -6.20380 4.89854
H -3.46311 -6.93928 2.23550
H -3.73572 -7.17777 3.97477
H -1.28535 -5.74432 5.36546
H -2.86949 -6.51592 5.40628
```

Spin multiplicity: 1
ΔE to the lowest compared entry with this formula, charge and spin: 1091.56 kJ/mol
Kohn-Sham gap: 9.00 eV
HOMO: -9.20 eV
E_LUMO: -0.20 eV

Atom charges from the Mulliken analysis, given in e for atoms 1 to 6:
1. C 0.662
2. O -0.692
3. N -0.373
4. N -0.387
5. H 0.221
6. H 0.148


2.
Computed, not measured: a 12-piece molecular cluster, C12H48N24O12 overall, with ωB97M-V/def2-TZVPD.

```
96
C12H48N24O12 ωB97M-V/def2-TZVPD
C 7.32177 10.56547 -24.97019
O 6.85711 9.54808 -25.47547
N 8.56247 10.69747 -24.54001
N 6.59093 11.60190 -24.75228
H 9.22818 9.95362 -24.69371
H 8.74098 11.61123 -24.14849
H 5.66622 11.62771 -25.15766
H 7.04931 12.39538 -24.32756
C 7.96294 14.63232 -23.80956
O 7.03428 14.65722 -23.02929
N 7.75223 14.50532 -25.06999
N 9.21096 14.32165 -23.61346
H 8.57371 14.37868 -25.64377
H 6.82513 14.65479 -25.44181
H 9.73699 14.18095 -24.46411
H 9.72584 14.20823 -22.75199
C 2.65102 8.44840 -20.02436
O 1.46117 8.32994 -19.66746
N 3.70557 8.87120 -19.34661
N 2.91274 8.39636 -21.31984
H 4.55035 8.87323 -19.90019
H 3.69955 9.04685 -18.35202
H 3.89538 8.38019 -21.55281
H 2.10307 8.24211 -21.90356
C 6.23135 13.79512 -16.21522
O 5.98377 14.71151 -17.02338
N 7.00828 12.81404 -16.47233
N 5.63159 13.57958 -15.09092
H 7.28125 12.65564 -17.43176
H 6.94380 12.00497 -15.87121
H 4.74031 14.01797 -14.90777
H 5.87833 12.70530 -14.64950
C 8.24942 8.59262 -17.87822
O 8.90267 9.46216 -17.36243
N 8.66715 7.34733 -17.94279
N 7.01750 8.60524 -18.26858
H 8.03756 6.81412 -18.52537
H 9.56762 7.00291 -17.64176
H 6.54021 7.79496 -18.63701
H 6.52244 9.45462 -18.03714
C 4.31443 9.73629 -16.11356
O 4.73883 10.27130 -17.09819
N 3.63915 10.29891 -15.15680
N 4.40247 8.47962 -15.81979
H 3.52372 9.63523 -14.40426
H 3.24287 11.22540 -15.22523
H 4.76204 7.79478 -16.46926
H 3.60700 8.25384 -15.23984
C 10.55512 12.87508 -16.85094
O 10.77601 13.99882 -16.56478
N 10.71035 11.79118 -16.13111
N 10.33808 12.60788 -18.10307
H 10.51038 10.91856 -16.59870
H 11.24068 11.71185 -15.27521
H 10.10588 13.41265 -18.66745
H 9.95899 11.70116 -18.33598
C 6.52846 7.47524 -21.92988
O 5.65739 8.21915 -21.52842
N 7.83997 7.64809 -21.84041
N 6.26178 6.33187 -22.49178
H 8.11219 8.46864 -21.31821
H 8.66090 7.08643 -22.01569
H 5.26939 6.15183 -22.43835
H 6.94759 5.86982 -23.07167
C 7.56160 16.47205 -19.62546
O 8.08186 17.31641 -20.28211
N 7.42600 16.54913 -18.33161
N 7.10522 15.33354 -20.09415
H 7.15359 15.68106 -17.89302
H 7.75872 17.34854 -17.81167
H 6.86549 15.22235 -21.06897
H 6.70927 14.66913 -19.44461
C 3.65084 13.95575 -19.30285
O 2.94449 13.69175 -20.28253
N 4.12221 15.19519 -19.08722
N 3.86981 13.14829 -18.31800
H 4.49876 15.47388 -18.19243
H 3.64706 15.92138 -19.60393
H 4.41216 13.48591 -17.53572
H 3.56372 12.19606 -18.45820
C 10.90615 10.50481 -21.52033
O 10.39653 11.32815 -22.20238
N 11.09983 10.65011 -20.23690
N 11.15909 9.31933 -21.95895
H 11.59840 9.88719 -19.80160
H 10.98455 11.50976 -19.71940
H 11.70905 8.71561 -21.36467
H 10.70042 9.01312 -22.80510
C 7.27664 11.71392 -19.98542
O 7.77843 12.24763 -18.97746
N 7.50923 11.92544 -21.22872
N 6.12184 11.05737 -19.97545
H 7.43490 11.23482 -21.96195
H 8.13183 12.71450 -21.32798
H 5.58120 11.02607 -19.12291
H 5.80546 10.61957 -20.82888
```

Spin multiplicity: 2
Net charge: +1
ΔE to the lowest compared entry with this formula, charge and spin: 90.39 kJ/mol
Kohn-Sham gap (spin up / spin down): 8.73 / 3.45 eV
HOMO (spin up / spin down): -10.88 / -10.88 eV
E_LUMO (spin up / spin down): -2.15 / -7.43 eV

Atom charges from the Mulliken analysis, given in e for atoms 1 to 6:
1. C 0.568
2. O -0.727
3. N -0.107
4. N -0.206
5. H 0.166
6. H 0.034


3.
Computed, not measured: a 13-piece molecular cluster, C12H48N24O16S overall, with ωB97M-V/def2-TZVPD.

```
101
C12H48N24O16S ωB97M-V/def2-TZVPD
S -16.77526 -0.23488 -2.11802
O -18.01000 -0.87062 -2.34575
O -16.32051 0.40473 -3.35089
O -16.96651 0.82846 -1.14109
O -15.79902 -1.19462 -1.63963
C -16.95370 -0.33667 -6.65784
O -16.81687 -0.25389 -7.87356
N -16.62354 -1.32127 -5.88781
N -17.56186 0.48750 -5.79994
H -16.79599 -1.32670 -4.89266
H -15.95663 -2.00246 -6.22145
H -17.92537 1.40198 -6.02730
H -17.70105 0.30443 -4.81647
C -16.82294 3.91644 -4.42007
O -17.26392 5.04202 -4.48348
N -16.07692 3.30611 -5.28154
N -17.16272 3.03571 -3.52003
H -16.02269 3.54029 -6.26252
H -16.14037 2.32306 -5.05864
H -16.75727 2.11188 -3.47248
H -17.82190 3.14554 -2.76272
C -13.11935 3.67551 -1.09123
O -12.73356 3.21897 -0.03231
N -14.16390 3.17536 -1.65343
N -12.36323 4.48843 -1.74709
H -14.63384 3.54874 -2.46574
H -14.59820 2.42404 -1.13671
H -12.69642 4.78254 -2.65406
H -11.48454 4.81727 -1.37310
C -18.13189 0.31494 2.74607
O -18.13617 -0.13615 3.85961
N -17.31710 0.12291 1.72050
N -19.00876 1.07865 2.25957
H -17.60661 0.37447 0.78616
H -16.50534 -0.45791 1.87475
H -18.85725 1.44466 1.33049
H -19.63568 1.39897 2.98378
C -13.16705 0.04229 -4.38040
O -12.06622 0.22753 -4.90395
N -14.20007 0.76609 -4.65545
N -13.42272 -0.66725 -3.33186
H -14.24681 1.45679 -5.39087
H -15.05409 0.48469 -4.19550
H -14.32453 -0.83650 -2.90972
H -12.60624 -1.16518 -3.00700
C -20.38467 -2.25370 0.03607
O -20.09869 -3.27160 -0.65862
N -21.18564 -2.16304 1.03591
N -19.89397 -1.04378 -0.20691
H -21.48342 -1.25986 1.37603
H -21.52231 -3.05530 1.36852
H -20.43092 -0.31966 0.24853
H -19.44213 -0.76864 -1.06728
C -20.09577 2.18831 -1.79210
O -21.09030 2.91611 -1.95151
N -19.12174 2.23333 -0.85046
N -19.73081 1.32686 -2.69964
H -19.14547 2.92831 -0.11797
H -18.23065 1.77218 -0.96628
H -20.45853 1.00422 -3.32127
H -18.95346 0.69743 -2.55946
C -16.13667 -3.97987 -3.45787
O -15.90292 -4.83268 -4.31163
N -15.30981 -3.52509 -2.61334
N -17.31088 -3.35638 -3.30581
H -15.62312 -2.70681 -2.11099
H -14.36853 -3.89125 -2.60755
H -17.47890 -2.47016 -2.85142
H -18.05959 -3.62605 -3.92776
C -20.20080 -2.89353 -4.94365
O -20.48154 -2.97971 -6.15607
N -20.12028 -3.88266 -4.04642
N -19.82531 -1.73626 -4.47302
H -19.61663 -3.75338 -3.18056
H -20.41091 -4.77279 -4.42497
H -19.38175 -1.70445 -3.56619
H -19.75665 -0.91013 -5.05000
C -16.89004 -3.68266 0.96231
O -17.50127 -4.14523 1.93295
N -15.65794 -3.98439 0.70478
N -17.27110 -2.87260 0.05957
H -15.28443 -3.59101 -0.14719
H -15.22962 -4.62840 1.35431
H -18.15755 -2.38855 0.05754
H -16.56969 -2.53956 -0.58635
C -13.74772 -0.62279 1.38851
O -14.73792 -0.70886 2.15507
N -12.47564 -0.48342 1.81627
N -13.66738 -0.67261 0.09825
H -11.81829 -0.09416 1.15561
H -12.40052 -0.41924 2.82142
H -14.56831 -0.74070 -0.35319
H -12.83463 -0.43602 -0.42199
C -16.31801 3.56589 1.18583
O -17.41959 3.73048 0.88886
N -15.61628 4.37920 1.92594
N -15.73602 2.55280 0.75542
H -14.62162 4.22826 2.01515
H -16.10757 5.21562 2.20725
H -16.21811 1.74104 0.39664
H -14.77257 2.44440 1.03846
```

Spin multiplicity: 1
Net charge: -2
ΔE to the lowest compared entry with this formula, charge and spin: 762.81 kJ/mol
Kohn-Sham gap: 8.66 eV
HOMO: -4.72 eV
E_LUMO: 3.94 eV

Atom charges from the Mulliken analysis, given in e for atoms 1 to 6:
1. S -0.832
2. O 2.061
3. O 0.034
4. O 1.962
5. O 0.634
6. C 0.542


| no. | molar mass (g mol⁻¹) |
| --- | --- |
| 1 | 720.7 |
| 2 | 720.7 |
| 3 | 816.7 |